This record from the Open Molecules 2025 dataset describes a molecular structure, C24H65BCuN3O8 in a non-equilibrium geometry. The level of theory is ωB97M-V/def2-TZVPD.

For the energy relative to the best compared isomer or geometry (same formula, charge and spin), the calculation gives 13.9 kcal per mole. The largest force on an atom is 0.0373 Eh/bohr. The net charge is 0. The value obtained for the frontier orbital gap is 8.3 eV.

Cartesian coordinates (Å):
Cu  -25.68240  13.23234  5.03939
B  -27.90315  12.72637  5.94359
H  -28.90528  12.23463  6.23865
H  -27.04787  11.97170  6.16371
H  -27.91730  12.96300  4.80337
H  -27.73850  13.74347  6.47670
C  -21.60172  9.08879  5.79255
O  -22.73890  9.65065  5.14996
C  -23.64433  10.31841  6.00530
C  -24.99568  10.28932  5.28391
N  -25.01642  11.27505  4.17757
C  -26.23887  11.01487  3.38774
C  -26.17503  9.87700  2.40165
O  -25.25439  10.15665  1.35937
C  -25.29513  9.25273  0.29183
H  -20.99160  8.65663  5.00385
H  -21.88362  8.32157  6.51680
H  -21.06959  9.91282  6.27748
H  -23.29288  11.33832  6.19621
H  -23.80652  9.78183  6.94782
H  -25.77365  10.54474  6.00289
H  -25.12332  9.25012  4.97276
H  -24.17414  11.11637  3.63341
H  -26.34546  11.89258  2.74153
H  -27.13193  10.84284  3.98131
H  -27.16960  9.63339  2.00470
H  -25.83702  8.90047  2.78743
H  -24.60486  9.49778  -0.50966
H  -26.33156  9.16813  -0.05676
H  -25.01058  8.25179  0.65325
C  -28.75276  10.16593  8.09550
O  -28.50100  9.05890  8.93864
C  -27.25523  9.16982  9.56602
C  -26.98544  7.95128  10.43065
N  -25.74105  8.11044  11.19889
C  -25.43218  6.89962  11.94041
C  -24.70170  5.86330  11.09175
O  -25.60480  5.14797  10.24868
C  -24.92981  4.15273  9.52568
H  -28.03229  10.14196  7.26694
H  -28.46491  11.11799  8.55784
H  -29.77370  10.15434  7.73427
H  -27.14767  10.08394  10.16647
H  -26.45906  9.23496  8.80956
H  -26.95140  7.04936  9.82184
H  -27.84008  7.81670  11.10779
H  -25.96196  8.83384  11.87689
H  -26.27651  6.41796  12.45642
H  -24.79897  7.13509  12.80100
H  -24.26145  5.08691  11.72634
H  -23.94713  6.38827  10.49965
H  -24.33530  3.53818  10.21937
H  -24.24765  4.55263  8.77096
H  -25.63262  3.43458  9.10655
C  -25.51981  12.83126  8.57236
O  -25.41095  13.66953  7.44114
C  -24.65431  14.81649  7.68052
C  -24.73170  15.64115  6.40574
N  -24.07298  14.94469  5.28321
C  -24.17898  15.75774  4.04301
C  -25.60682  16.06544  3.55248
O  -26.21535  14.83169  3.28255
C  -27.55565  14.89657  2.78979
H  -26.03661  13.39942  9.35687
H  -24.52367  12.58695  8.96291
H  -26.06991  11.92228  8.34521
H  -23.59905  14.68327  7.95367
H  -25.08892  15.44993  8.46516
H  -24.24576  16.60778  6.59882
H  -25.78751  15.84632  6.23230
H  -23.08229  14.93482  5.49952
H  -23.69173  15.15281  3.27741
H  -23.63547  16.69830  4.18557
H  -25.44589  16.64656  2.63816
H  -26.20287  16.61743  4.28477
H  -27.60009  15.68872  2.03906
H  -28.22454  15.09185  3.62916
H  -27.82796  13.94491  2.34206
C  -31.54498  12.19682  2.74431
C  -31.03794  11.96559  4.16321
C  -31.97402  11.08844  4.98966
O  -29.79636  11.27993  4.07222
H  -32.49406  12.72944  2.74523
H  -31.53857  11.30821  2.11588
H  -30.76527  12.83353  2.31058
H  -30.88517  12.91096  4.69462
H  -31.53560  10.77113  5.93732
H  -32.20608  10.14478  4.48485
H  -32.95599  11.52231  5.20384
H  -29.25118  11.56842  4.84363
C  -29.21546  16.74263  7.86060
C  -30.27935  15.98270  7.03689
C  -30.05655  16.27248  5.53926
O  -30.21653  14.60375  7.30285
H  -28.24146  16.29404  7.65537
H  -29.43737  16.69056  8.92613
H  -29.21344  17.79645  7.57220
H  -31.25750  16.37890  7.31605
H  -30.73000  17.06220  5.20056
H  -30.31425  15.40241  4.93469
H  -29.01643  16.57068  5.39963
H  -29.45445  14.24223  6.81925